Record 1
{
  "formula": "C8H12CuO5",
  "method": "ωB97M-V with the def2-TZVPD basis set",
  "charge": 1,
  "spin_multiplicity": 1,
  "orbital_gap_ev": 4.63,
  "relative_energy_kj_mol": 0.0,
  "elements": ["O", "C", "C", "C", "O", "O", "Cu", "H", "H", "H", "H", "C", "C", "C", "C", "O", "C", "O", "H", "H", "H", "H", "H", "H", "H", "H"],
  "xyz": [[0.299, -2.318, -1.504], [-2.776, -3.259, 0.243], [-1.957, -3.753, 1.182], [1.014, -2.491, -0.388], [1.179, -1.482, 0.442], [1.670, -3.508, -0.247], [1.932, -5.854, -1.415], [-3.104, -3.869, -0.601], [-3.234, -2.273, 0.355], [-1.740, -3.190, 2.093], [-1.466, -4.720, 1.047], [0.350, -0.359, 0.373], [0.850, 0.871, 0.315], [-0.049, 2.071, 0.369], [0.188, 3.109, -0.719], [1.344, 3.906, -0.429], [1.131, 5.150, -0.096], [2.308, 5.654, 0.205], [-0.713, -0.590, 0.474], [1.933, 1.013, 0.289], [-0.008, -1.407, -1.631], [0.062, 2.569, 1.346], [-1.096, 1.745, 0.298], [-0.677, 3.778, -0.797], [0.369, 2.640, -1.694], [2.192, 6.568, 0.490]],
  "forces_ev_per_angstrom": [[-0.070, -0.116, 0.426], [0.118, -0.359, 0.637], [-0.193, 0.422, -0.602], [0.971, 0.101, -1.339], [-0.021, -0.270, 0.306], [-0.383, -0.999, -0.032], [-0.160, 1.167, 0.517], [0.307, 0.323, 0.079], [0.053, -0.352, -0.018], [0.085, -0.192, -0.313], [-0.315, 0.205, 0.231], [-0.419, 0.533, -0.138], [0.036, -0.376, 0.112], [-0.171, 0.079, 0.194], [-0.194, 0.321, -0.264], [0.469, -0.776, -0.079], [-0.573, 0.574, 0.236], [0.305, -0.201, -0.008], [0.257, 0.063, -0.043], [-0.277, -0.023, -0.055], [-0.015, 0.029, 0.235], [-0.015, -0.120, -0.247], [0.202, 0.045, 0.038], [0.197, -0.139, 0.034], [-0.036, 0.095, 0.204], [-0.158, -0.035, -0.113]]
}

Record 2
{
  "formula": "C5H11N2O2",
  "method": "ωB97M-V with the def2-TZVPD basis set",
  "smiles": "C=[NH+]/C(O)=C(\\O)[C@H](C)N",
  "charge": 1,
  "spin_multiplicity": 1,
  "orbital_gap_ev": 7.37,
  "relative_energy_kj_mol": 343.1,
  "elements": ["C", "N", "C", "O", "C", "O", "C", "C", "N", "H", "H", "H", "H", "H", "H", "H", "H", "H", "H", "H"],
  "xyz": [[-2.578, -1.001, -0.420], [-2.414, 0.063, 0.313], [-1.176, 0.691, 0.226], [-1.042, 2.020, 0.252], [-0.200, -0.228, 0.188], [-0.388, -1.538, 0.145], [1.188, 0.206, -0.289], [2.282, -0.691, 0.267], [1.380, 1.669, -0.216], [-1.951, -1.489, -1.195], [-3.530, -1.477, -0.220], [-3.267, 0.496, 0.540], [-0.198, 2.293, -0.235], [-0.702, -1.972, 0.892], [1.085, -0.185, -1.318], [3.172, -0.632, -0.328], [1.958, -1.846, 0.200], [2.533, -0.413, 1.334], [2.144, 1.956, -0.759], [1.704, 2.077, 0.625]],
  "forces_ev_per_angstrom": [[-1.928, -0.427, 0.005], [0.052, -0.997, -2.917], [1.766, -0.037, 0.463], [-1.511, 0.013, -0.290], [1.920, 3.117, -0.039], [1.186, -1.104, -2.265], [-0.214, -1.221, 0.529], [-0.495, -2.003, 1.546], [-0.557, -0.692, -1.109], [-0.251, 1.070, 0.880], [-0.198, -0.158, -0.285], [-1.139, 0.938, 1.509], [-0.152, -0.734, 0.551], [-0.587, -1.000, 2.562], [0.312, 1.081, -0.271], [0.532, 0.242, -0.270], [0.687, 2.748, 0.335], [-0.243, -0.493, -1.079], [1.046, 0.075, -1.855], [-0.227, -0.418, 1.999]]
}

Record 3
{
  "formula": "C18H23BrGeN3NdS",
  "method": "ωB97M-V with the def2-TZVPD basis set",
  "spin_multiplicity": 4,
  "orbital_gap_ev": [5.47, 5.56],
  "relative_energy_kj_mol": 0.0,
  "elements": ["Nd", "Br", "C", "C", "C", "C", "C", "C", "C", "C", "C", "C", "H", "H", "H", "H", "H", "H", "C", "C", "C", "N", "N", "C", "N", "S", "H", "H", "H", "H", "H", "H", "H", "C", "Ge", "C", "C", "C", "H", "H", "H", "H", "H", "H", "H", "H", "H", "H"],
  "xyz": [[0.423, 0.279, 0.511], [2.312, -1.983, 0.217], [0.978, -3.383, 0.138], [1.470, -4.644, 0.248], [0.562, -5.728, 0.211], [-0.773, -5.489, 0.080], [-1.275, -4.167, -0.031], [-2.667, -3.926, -0.144], [-3.137, -2.651, -0.251], [-2.233, -1.560, -0.266], [-0.869, -1.710, -0.167], [-0.394, -3.049, -0.020], [2.532, -4.817, 0.361], [0.939, -6.739, 0.291], [-1.476, -6.313, 0.058], [-3.346, -4.772, -0.142], [-4.204, -2.473, -0.331], [-2.652, -0.562, -0.378], [2.563, -1.844, 5.073], [2.104, -0.384, 5.053], [0.797, -0.229, 4.343], [0.647, -0.366, 3.085], [-0.642, -0.181, 2.651], [-1.470, 0.127, 3.598], [-2.778, 0.389, 3.384], [-0.699, 0.144, 5.142], [3.524, -1.930, 5.581], [2.674, -2.220, 4.056], [1.843, -2.478, 5.594], [2.833, 0.235, 4.529], [2.019, 0.007, 6.067], [-2.994, 0.579, 2.413], [-3.242, 0.997, 4.037], [2.221, 2.221, 1.778], [1.292, 3.067, 0.164], [1.886, 4.923, 0.147], [2.471, 2.143, -1.217], [-0.502, 2.421, 0.228], [3.101, 2.803, 2.063], [2.599, 1.202, 1.615], [1.542, 2.201, 2.633], [2.971, 4.964, 0.266], [1.409, 5.467, 0.965], [1.613, 5.405, -0.794], [3.537, 2.285, -1.012], [2.249, 2.522, -2.216], [2.303, 1.054, -1.268], [-1.176, 2.995, -0.413]],
  "forces_ev_per_angstrom": [[-1.346, 2.049, -0.169], [0.359, -0.588, -0.236], [0.098, 0.113, 0.009], [-0.125, -0.203, 0.014], [0.143, 0.034, 0.013], [-0.084, 0.029, -0.010], [-0.039, -0.018, 0.036], [0.025, -0.053, 0.003], [-0.008, 0.099, -0.028], [-0.082, -0.046, -0.110], [0.310, -0.312, 0.088], [0.007, -0.168, -0.105], [-0.030, -0.006, -0.004], [-0.003, 0.023, 0.001], [0.007, 0.016, 0.002], [0.023, 0.015, -0.002], [0.024, 0.002, -0.008], [-0.046, 0.037, 0.010], [0.002, 0.011, -0.010], [-0.017, -0.090, -0.003], [0.042, 0.050, 0.551], [-0.218, -0.143, -0.544], [0.078, -0.016, 0.104], [0.114, 0.050, 0.124], [-0.102, 0.000, -0.055], [-0.085, 0.062, 0.368], [-0.020, -0.005, -0.013], [-0.006, 0.010, 0.027], [0.019, 0.030, -0.013], [0.020, 0.020, -0.020], [-0.014, 0.011, 0.016], [0.006, 0.030, -0.003], [-0.012, -0.021, 0.019], [0.047, 0.228, 0.032], [0.216, -0.212, 0.125], [-0.046, 0.197, 0.001], [-0.060, 0.169, 0.021], [0.652, -1.457, -0.287], [-0.010, 0.001, -0.104], [0.159, -0.050, 0.054], [0.007, 0.007, 0.034], [-0.054, 0.036, -0.012], [0.054, 0.015, -0.048], [0.018, -0.019, 0.068], [-0.051, -0.030, -0.017], [-0.008, -0.025, 0.019], [0.093, -0.018, -0.074], [-0.058, 0.135, 0.137]]
}

Record 4
{
  "formula": "C17H12N2O9Pr",
  "method": "ωB97M-V with the def2-TZVPD basis set",
  "charge": -1,
  "spin_multiplicity": 3,
  "orbital_gap_ev": [8.84, 9.47],
  "elements": ["Pr", "O", "C", "O", "C", "C", "C", "C", "C", "N", "C", "O", "O", "H", "H", "H", "O", "C", "O", "C", "C", "C", "C", "C", "N", "C", "O", "O", "H", "H", "H", "C", "C", "C", "O", "H", "H", "H", "H", "H", "H"],
  "xyz": [[0.105, 0.020, 0.041], [-1.189, -2.976, -2.775], [-0.437, -2.244, -2.137], [-0.310, -2.152, -0.884], [0.481, -1.274, -2.929], [0.898, -1.460, -4.241], [1.774, -0.539, -4.797], [2.209, 0.534, -4.033], [1.732, 0.661, -2.732], [0.882, -0.223, -2.214], [2.196, 1.759, -1.722], [2.923, 2.643, -2.141], [1.774, 1.567, -0.545], [0.543, -2.317, -4.793], [2.130, -0.670, -5.810], [2.911, 1.262, -4.407], [-3.420, 2.295, 1.017], [-2.279, 1.847, 1.104], [-1.344, 1.916, 0.260], [-1.900, 1.064, 2.391], [-2.508, 1.220, 3.630], [-2.012, 0.501, 4.708], [-0.930, -0.347, 4.522], [-0.387, -0.463, 3.247], [-0.880, 0.224, 2.218], [0.882, -1.301, 2.897], [1.352, -2.009, 3.771], [1.304, -1.106, 1.720], [-3.339, 1.903, 3.730], [-2.454, 0.618, 5.688], [-0.490, -0.906, 5.331], [-4.536, -0.332, -0.389], [-3.342, -0.493, -1.283], [-3.573, -0.875, -2.715], [-2.212, -0.318, -0.856], [-5.472, -0.386, -0.935], [-4.456, 0.629, 0.124], [-4.505, -1.104, 0.379], [-4.611, -1.116, -2.917], [-2.937, -1.731, -2.949], [-3.246, -0.056, -3.353]],
  "forces_ev_per_angstrom": [[0.357, 0.051, 0.153], [0.099, -0.107, -0.123], [0.222, 0.011, -0.800], [0.236, 0.068, 0.376], [-0.249, -0.280, 0.094], [-0.190, -0.058, 0.202], [-0.052, 0.015, 0.216], [-0.067, 0.143, 0.236], [0.219, 0.297, 0.220], [0.655, -0.260, -1.404], [0.280, -0.233, -1.152], [0.041, 0.066, -0.069], [-0.357, -0.125, 0.532], [-0.058, -0.059, 0.017], [0.021, 0.011, -0.048], [0.041, 0.091, 0.022], [-0.042, 0.132, 0.138], [-0.353, -0.082, 0.753], [0.419, 0.048, -0.121], [-0.173, 0.232, -0.253], [-0.013, 0.016, -0.261], [0.105, -0.005, -0.220], [0.123, -0.120, -0.197], [0.360, -0.189, -0.011], [-0.519, 0.277, 1.427], [-0.590, 0.169, 1.009], [0.000, -0.066, 0.098], [0.049, 0.092, -0.649], [-0.044, 0.040, -0.055], [-0.015, -0.007, 0.058], [0.073, -0.084, 0.034], [0.124, 0.176, 0.191], [-0.002, 0.006, 0.005], [0.256, -0.116, -0.038], [-0.747, -0.113, -0.284], [-0.058, -0.094, -0.030], [0.001, -0.031, -0.022], [-0.022, -0.125, 0.044], [-0.091, 0.069, -0.029], [-0.021, 0.017, 0.008], [-0.016, 0.127, -0.069]]
}